1.
One molecule with the formula C9H18F3NO6P4S in a non-equilibrium geometry, computed with ωB97M-V/def2-TZVPD.

XYZ file:
```
42
C9H18F3NO6P4S, DFT ωB97M-V/def2-TZVPD
O -1.0279 3.8788 -0.7740
P -0.9916 2.3345 -0.8833
O -0.0749 1.9760 -2.2554
O -2.6313 1.8699 -1.1118
P -0.2400 1.6003 1.0105
P 0.9415 -0.2450 0.8859
C -0.1372 -1.0750 -0.4164
C -1.4901 -1.7046 0.2410
C -2.8036 -1.4466 -0.6394
C -4.0155 -0.9708 0.3250
O -5.2757 -1.5757 -0.0653
C 2.5931 0.6360 0.6667
C 2.7271 1.6255 -0.5770
C 2.9320 0.8043 -1.9437
F 2.9575 -0.5985 -2.0265
C 3.1424 1.5609 -3.1252
F 2.6936 1.0223 -4.3402
F 3.8038 2.8018 -3.0764
N 0.4614 -0.5702 2.6219
C 0.7390 0.4860 3.3272
S 1.5499 1.5979 4.2639
P 2.0862 -2.1405 0.9930
O 3.2077 -2.0833 2.3080
O 0.9819 -3.3955 1.4691
H -0.5614 1.4110 -2.8953
H -3.1483 2.6173 -0.7445
H -1.4379 1.2179 1.7367
H 0.4424 -2.0038 -0.7852
H -0.3615 -0.4788 -1.3528
H -1.3640 -2.8453 0.2981
H -1.6576 -1.3611 1.3114
H -2.6514 -0.7532 -1.5287
H -3.1756 -2.4397 -1.0886
H -3.8024 -1.3363 1.3922
H -4.1196 0.1723 0.3081
H -5.9616 -0.8881 -0.1601
H 2.8819 1.2267 1.6103
H 3.4225 -0.1529 0.5519
H 3.7237 2.1873 -0.4352
H 1.9353 2.4332 -0.6536
H 2.6846 -1.8865 3.1154
H 1.0214 -3.5086 2.4423
```

Summary:
DFT total energy   -79538.5869 eV
SMILES string   O=P(O)(O)PP(CCCCO)(CCC(F)=C(F)F)(N=C=S)P(O)O
HOMO   -8.04 eV
Molecular weight   449.20 g/mol
Kohn-Sham gap   0.261 hartree

---

2.
One molecule with the formula C9H18N2O in a non-equilibrium geometry, computed with ωB97M-V/def2-TZVPD.

XYZ file:
```
30
C9H18N2O, DFT ωB97M-V/def2-TZVPD
N -0.2966 -0.4569 0.0349
N -1.0573 0.5007 0.2419
O 0.0186 -0.3264 2.2878
C -2.6224 0.0595 -1.6873
C -2.3827 2.3669 -0.6344
C -0.5651 1.3862 -2.0632
C 2.4618 -2.1386 1.6516
C 3.0090 -0.8361 0.9470
C 1.0042 -2.2438 1.1749
C 1.7853 0.1233 0.8868
C 0.6178 -0.7226 1.0392
C -1.6499 1.0706 -0.9933
H -0.7547 0.2697 2.1126
H -3.3534 -0.3292 -0.9154
H -2.1764 -0.8107 -2.2635
H -3.3253 0.5813 -2.3862
H -3.2476 2.1549 -0.0652
H -1.6713 2.9531 0.0212
H -2.6312 2.8399 -1.5647
H -1.1338 1.3367 -2.9889
H 0.2398 0.6764 -2.0142
H -0.0702 2.3401 -1.8847
H 3.0248 -3.1086 1.3990
H 2.5179 -2.1154 2.7913
H 3.8559 -0.3125 1.3662
H 3.3290 -1.1960 -0.0687
H 0.9440 -2.7562 0.1853
H 0.3273 -2.7678 1.7908
H 1.9646 0.8553 1.6862
H 1.8379 0.6063 -0.0871
```

Summary:
Energy above the lowest of the compared OMol25 structures with the same formula, charge and spin   29.4 kcal per mole
DFT total energy   -14650.5512 eV
SMILES string   CC(C)(C)/N=N/C1(O)CCCC1
HOMO   -9.13 eV
Molecular weight   170.26 g/mol
Kohn-Sham gap   0.358 hartree

---

3.
One molecule with the formula C9H18N2O3 in a non-equilibrium geometry, computed with ωB97M-V/def2-TZVPD.

XYZ file:
```
32
C9H18N2O3, DFT ωB97M-V/def2-TZVPD
C -0.8211 0.3354 2.1111
C -1.8734 -0.1360 1.1357
C -1.0549 -0.3631 3.4849
C -0.4286 0.6352 -0.8144
C -0.9039 1.6324 -1.8832
C 0.6642 -0.3285 -1.4193
C 1.6104 0.5073 -2.2951
C 1.3526 -1.1768 -0.3520
C 2.2860 -2.1532 -0.8799
H -0.0552 1.9339 2.8974
H -1.6434 2.1924 2.5580
H 0.1604 0.0457 1.7480
H -1.0012 -1.4537 3.3566
H -2.1182 -0.1576 3.8315
H -0.2708 -0.0931 4.2136
H -2.2022 -0.4238 -0.8625
H 0.0285 1.2368 -0.0614
H 0.2006 -1.0465 -2.1317
H 2.4024 -0.1466 -2.7006
H 1.1255 0.8983 -3.1751
H 2.0750 1.2471 -1.6161
H 1.9047 -0.5403 0.3415
H 0.5763 -1.6756 0.2986
H 1.8968 -2.8301 -1.6319
H 3.1480 -1.6204 -1.3265
H 2.5416 -2.8863 -0.1119
H -2.0305 1.5097 -3.4284
N -0.7677 1.7279 2.2452
N -1.5829 0.0383 -0.2280
O -2.9543 -0.6062 1.4837
O -0.4206 2.7096 -2.1551
O -1.8440 0.9878 -2.6325
```

Summary:
Energy above the lowest of the compared OMol25 structures with the same formula, charge and spin   19.9 kcal per mole
DFT total energy   -18748.1520 eV
SMILES string   CC[C@H](C)[C@H](NC(=O)[C@H](C)N)C(=O)O
HOMO   -9.33 eV
Molecular weight   202.25 g/mol
Kohn-Sham gap   0.367 hartree

---

4.
A 2-piece molecular cluster, C9H18N2O3S overall, computed with ωB97M-V/def2-TZVPD.

XYZ file:
```
33
C9H18N2O3S, DFT ωB97M-V/def2-TZVPD
C -0.6488 1.8504 -1.7498
C 1.0094 -5.2354 -0.2806
C 0.7273 -4.2503 0.8632
C 0.3208 -4.5832 -1.5073
C 0.0233 -3.1372 0.1458
C 0.9573 3.1872 0.3489
C -0.8013 4.9601 0.1040
C -1.4290 2.6988 1.0087
C -0.5155 3.4589 0.0476
N -0.1904 -3.3007 -1.0830
N -1.3331 -0.9480 -3.1278
O -0.1467 0.9379 -1.1523
O -1.1481 1.7667 -2.9777
O -0.8448 3.0877 -1.3163
S -0.7649 0.3476 -3.9106
H 2.0789 -5.3408 -0.4534
H 0.5986 -6.2218 -0.0770
H 0.0794 -4.6685 1.6358
H 1.6325 -3.8849 1.3494
H 1.0068 -4.4227 -2.3410
H -0.5186 -5.1766 -1.8787
H -0.2900 -2.2322 0.6430
H 1.5847 3.6831 -0.3878
H 1.2004 3.5716 1.3356
H 1.1646 2.1212 0.3229
H -1.7922 5.1635 -0.2885
H -0.0783 5.5036 -0.4953
H -0.7459 5.3093 1.1295
H -2.4706 2.9103 0.7766
H -1.2582 1.6293 0.9193
H -1.2259 3.0033 2.0313
H -0.7955 -1.4229 -2.4129
H -2.3021 -1.2129 -3.2009
```

Summary:
Energy above the lowest of the compared OMol25 structures with the same formula, charge and spin   29.3 kcal per mole
DFT total energy   -29582.8554 eV
SMILES string   CC(C)(C)OC(=O)OSN.C1=NCCC1
HOMO   -8.79 eV
Molecular weight   234.32 g/mol
Kohn-Sham gap   0.353 hartree

---

5.
C9H18N2O4 as an isolated structure in a non-equilibrium geometry, computed with ωB97M-V/def2-TZVPD.

XYZ file:
```
33
C9H18N2O4, DFT ωB97M-V/def2-TZVPD
C -0.4724 -0.2434 1.0593
C 0.1120 -0.9042 -0.1998
C -1.9606 -0.4336 1.0583
C -2.5737 0.0697 -0.3529
C -2.9751 1.5558 -0.4107
C -3.8717 -0.8889 -0.5334
C 2.5875 -0.1666 0.1707
C 2.8441 1.2676 -0.2517
C 4.0064 -0.8414 0.0436
H -0.5380 1.9329 0.5287
H 0.2674 1.4067 2.2169
H -0.0164 -0.5471 2.0156
H -2.1105 -1.5533 0.8460
H -2.5302 -0.1643 1.9736
H -1.9044 -0.1526 -1.2982
H -3.4966 1.7736 -1.4355
H -2.0108 2.2198 -0.3697
H -3.6517 1.8929 0.5386
H -4.1683 -1.3315 0.5926
H -3.4661 -1.7681 -1.0115
H -4.6707 -0.3738 -1.1461
H 1.6956 -0.9791 -1.7761
H 2.3860 -0.0604 1.2149
H 4.6006 -0.4067 1.0332
H 4.6258 -0.4609 -0.9634
H 4.4318 -3.0604 -0.3302
H 2.4853 2.3424 -1.8869
N -0.0087 1.1020 1.0159
N 1.4494 -0.8878 -0.4487
O -0.7016 -1.6024 -0.8749
O 3.6226 1.9969 0.3420
O 3.7940 -2.2396 0.0997
O 2.2188 1.5056 -1.4599
```

Summary:
Energy above the lowest of the compared OMol25 structures with the same formula, charge and spin   182.7 kcal per mole
DFT total energy   -20789.2365 eV
HOMO   -8.88 eV
Molecular weight   218.25 g/mol
Kohn-Sham gap   0.337 hartree

---

6.
One molecule with the formula C9H18N2O4 in a non-equilibrium geometry, computed with ωB97M-V/def2-TZVPD.

XYZ file:
```
33
C9H18N2O4, DFT ωB97M-V/def2-TZVPD
C 1.5246 0.1983 0.5064
C 0.6150 -0.7265 -0.2404
C 2.8748 0.5531 -0.0881
C 2.8299 1.2370 -1.4459
C 3.8143 -0.6648 -0.0463
C -1.4241 0.4942 -0.8397
C -1.3089 1.3134 0.4182
C -2.6607 -0.4758 -0.8147
C -2.4577 -1.9188 -0.1374
H 1.6051 -1.5303 1.6693
H 0.9085 -0.3293 2.3605
H 0.9640 1.1320 0.6469
H 3.1845 1.3798 0.6294
H 3.6438 1.9400 -1.8024
H 2.5782 0.5698 -2.2544
H 2.0070 2.0239 -1.5799
H 4.0215 -1.1044 0.9594
H 4.7510 -0.5458 -0.5091
H 3.2847 -1.4744 -0.5954
H -0.3249 -0.9635 -1.8109
H -1.5854 1.2380 -1.6605
H -3.0223 -0.6168 -1.8665
H -3.9551 0.9808 -0.3615
H -3.3953 -2.3296 0.1664
H -1.8761 -1.6165 0.7485
H -1.7815 -2.6054 -0.7080
H -0.8752 0.9880 2.2411
N 1.7063 -0.5699 1.8788
N -0.1968 -0.2530 -1.1954
O 0.8063 -1.9278 -0.0796
O -1.2842 2.5260 0.4948
O -3.7314 0.0409 -0.0729
O -1.2335 0.4313 1.5415
```

Summary:
Energy above the lowest of the compared OMol25 structures with the same formula, charge and spin   78.5 kcal per mole
DFT total energy   -20793.7545 eV
SMILES string   CC(C)[C@H](N)C(=O)N[C@H](C(=O)O)[C@@H](C)O
HOMO   -9.54 eV
Molecular weight   218.25 g/mol
Kohn-Sham gap   0.368 hartree

---

7.
One molecule with the formula C9H18N2O4 in a non-equilibrium geometry, computed with ωB97M-V/def2-TZVPD.

XYZ file:
```
33
C9H18N2O4, DFT ωB97M-V/def2-TZVPD
C 1.7188 1.3288 -0.7099
C 1.6421 0.4460 0.4896
C 1.4899 0.5873 -1.9811
C 2.2791 -0.7298 -2.0878
C -0.8905 0.2685 0.7889
C -1.4467 0.9150 2.0909
C -1.6127 -0.9753 0.3067
C -2.7890 -0.6471 -0.5650
C -1.9992 -1.9939 1.4368
H 2.9475 2.6517 0.0176
H 3.6743 1.2953 -0.4494
H 0.9169 2.1076 -0.6913
H 1.6655 1.3442 -2.7924
H -0.0394 -0.4270 -2.5889
H 2.0579 -1.2279 -3.0831
H 3.3149 -0.5884 -2.1496
H 2.0713 -1.3762 -1.2554
H 0.6596 -0.3298 2.0537
H -0.8238 1.0815 0.0308
H -0.8695 -1.4863 -0.3017
H -3.4202 -1.4962 -0.8963
H -2.4150 -0.2372 -1.5402
H -3.4999 0.0597 -0.1142
H -1.1435 -2.4050 1.9637
H -2.6378 -1.5621 2.1903
H -2.5824 -2.8169 1.0783
H -1.3430 1.3793 3.8817
N 2.9954 2.0057 -0.7543
N 0.5350 -0.0184 1.1032
O 2.6736 0.1804 1.0944
O 0.1063 0.3046 -1.9689
O -2.5014 1.4884 2.1502
O -0.7340 0.8734 3.2529
```

Summary:
Energy above the lowest of the compared OMol25 structures with the same formula, charge and spin   41.5 kcal per mole
DFT total energy   -20795.3588 eV
SMILES string   CC(C)[C@H](NC(=O)[C@@H](N)[C@@H](C)O)C(=O)O
HOMO   -9.57 eV
Molecular weight   218.25 g/mol
Kohn-Sham gap   0.375 hartree

---

Which of these has the lowest DFT total energy?
C9H18F3NO6P4S